Entry 1:
ORCA calculation (ωB97M-V with the def2-TZVPD basis set) on 2 unconnected molecules or ions with the total composition C9H14O.

```
! wB97M-V def2-TZVPD RIJCOSX def2/J DEFGRID3
* xyz 0 1
C 1.263 0.565 -2.872
C 0.857 -0.023 -1.451
C -0.331 -0.422 -0.944
C -0.436 -0.904 0.327
C 0.655 -0.935 1.204
O 0.348 -1.609 2.392
C 1.883 -0.450 0.743
C 1.960 0.001 -0.562
H 0.318 0.632 -3.586
H 2.044 -0.118 -3.130
H 1.535 1.589 -2.764
H -1.170 -0.434 -1.681
H -1.494 -1.428 0.361
H 0.435 -1.032 3.132
H 2.837 -0.734 1.240
H 2.918 0.219 -0.937
C -2.313 1.576 1.259
C -2.703 1.422 -0.193
H -2.137 0.478 1.745
H -1.517 2.322 1.463
H -3.176 2.084 1.689
H -3.510 0.654 -0.239
H -1.798 1.220 -0.872
H -3.077 2.441 -0.617
*
```

For the HOMO-LUMO gap, the calculation gives 0.3552 Ha. The SMILES is Cc1ccc(O)cc1.CC. For the highest occupied orbital energy, the calculation gives -8.742 eV.



Entry 2:
ORCA calculation (ωB97M-V with the def2-TZVPD basis set) on 9 unconnected molecules or ions with the total composition C12H43N17O9.

```
! wB97M-V def2-TZVPD RIJCOSX def2/J DEFGRID3
* xyz 0 1
C 2.208 -5.191 -4.828
O 1.233 -4.484 -4.078
C 1.159 -3.112 -4.465
C 0.198 -2.409 -3.494
C 0.758 -2.308 -2.096
N -1.161 -2.994 -3.496
H 2.152 -6.272 -4.752
H 3.185 -4.789 -4.544
H 2.163 -4.953 -5.899
H 2.134 -2.647 -4.617
H 0.591 -3.238 -5.398
H 0.057 -1.403 -3.901
H 0.134 -1.952 -1.270
H 1.607 -1.625 -2.186
H 1.048 -3.252 -1.622
H -0.992 -3.937 -3.848
H -1.574 -3.191 -2.591
N 2.371 -3.179 3.240
C 1.636 -2.658 2.242
N 2.291 -2.043 1.234
O 0.387 -2.667 2.325
H 1.849 -3.392 4.073
H 3.357 -3.023 3.347
H 1.753 -1.424 0.646
H 3.276 -1.947 1.396
N -1.911 -3.032 0.879
C -1.923 -4.211 0.206
N -0.799 -4.951 0.411
O -2.866 -4.607 -0.479
H -2.626 -2.423 0.509
H -1.106 -2.679 1.399
H -0.045 -4.577 0.955
H -0.792 -5.830 -0.076
N -1.730 3.626 2.430
C -1.155 4.784 2.059
N 0.155 4.889 2.450
O -1.701 5.623 1.331
H -2.495 3.183 1.948
H -1.215 3.038 3.066
H 0.613 5.757 2.246
H 0.582 4.059 2.816
N -4.398 4.948 0.499
C -4.321 3.707 -0.035
N -5.455 3.365 -0.738
O -3.452 2.845 0.153
H -5.003 5.658 0.140
H -3.513 5.238 0.928
H -6.272 3.934 -0.651
H -5.392 2.501 -1.245
N -1.339 0.310 0.051
C -0.203 1.076 0.010
N -0.482 2.408 -0.029
O 0.904 0.530 -0.082
H -2.195 0.797 0.258
H -1.227 -0.627 -0.297
H 0.321 3.010 -0.145
H -1.453 2.661 0.016
N 2.265 2.001 2.387
C 2.453 3.345 2.330
N 2.329 3.928 3.557
O 2.628 4.040 1.326
H 2.350 1.557 1.483
H 1.584 1.607 3.021
H 2.590 4.890 3.671
H 2.182 3.332 4.351
N 1.629 0.972 -3.054
C 2.877 1.039 -3.630
N 2.836 1.132 -4.985
O 3.922 1.055 -2.991
H 1.430 1.197 -2.092
H 0.831 1.091 -3.650
H 1.909 1.162 -5.361
H 3.636 1.411 -5.517
N -0.780 -0.312 5.219
C -0.684 0.418 4.092
N -1.358 -0.120 3.031
O 0.007 1.456 4.068
H -0.234 0.012 5.998
H -1.220 -1.212 5.189
H -1.023 0.197 2.123
H -1.485 -1.119 3.033
*
```

For the HOMO-LUMO gap, the calculation gives 0.3306 Ha. The SMILES is COC[C@H](C)N.NC(N)=O.NC(N)=O.NC(N)=O.NC(N)=O.NC(N)=O.NC(N)=O.NC(N)=O.NC(N)=O. For the highest occupied orbital energy, the calculation gives -8.821 eV.



Entry 3:
ORCA calculation (ωB97M-V with the def2-TZVPD basis set) on 9 unconnected molecules or ions with the total composition H18O9.

```
! wB97M-V def2-TZVPD RIJCOSX def2/J DEFGRID3
* xyz 0 1
O -0.672 -0.892 0.044
H -0.543 -1.607 0.590
H -0.050 -0.140 0.314
O -1.861 -1.600 -3.225
H -2.158 -1.336 -2.308
H -0.903 -1.643 -3.367
O 1.134 1.097 3.192
H 1.916 1.479 3.025
H 0.724 0.818 2.350
O -3.133 -2.163 2.155
H -2.414 -1.867 2.664
H -3.577 -1.379 1.797
O -0.940 1.161 -0.930
H -1.320 1.691 -0.243
H -1.713 0.718 -1.471
O 1.505 -2.123 0.238
H 1.832 -1.978 -0.597
H 0.667 -2.597 -0.021
O 2.618 -2.898 -2.871
H 1.814 -3.348 -2.946
H 2.551 -2.315 -2.104
O -1.718 3.716 -0.306
H -2.348 4.450 -0.644
H -1.213 4.108 0.403
O 3.486 2.863 1.118
H 3.600 3.510 1.785
H 2.713 2.275 1.358
*
```

For the HOMO-LUMO gap, the calculation gives 0.3843 Ha. The SMILES is O.O.O.O.O.O.O.O.O. For the highest occupied orbital energy, the calculation gives -10.665 eV.



Entry 4:
ORCA calculation (ωB97M-V with the def2-TZVPD basis set) on a molecular structure, C3H11BaGaN.

```
! wB97M-V def2-TZVPD RIJCOSX def2/J DEFGRID3
* xyz 1 1
N 2.298 -0.783 0.247
C 1.540 0.213 -0.538
C 0.527 0.970 0.348
C -0.862 0.925 -0.376
Ga -1.535 -1.055 -0.174
H 2.499 -1.546 -0.378
H 1.747 -1.105 1.023
H 2.222 0.899 -1.044
H 1.017 -0.324 -1.342
H 0.865 2.005 0.429
H 0.386 0.516 1.335
H -0.814 1.248 -1.413
H -1.579 1.561 0.232
H -3.060 -1.057 -0.690
H -1.479 -1.314 1.447
H -0.592 -2.101 -0.898
Ba -3.179 0.948 1.794
*
```

For the HOMO-LUMO gap, the calculation gives 0.2227 Ha. For the highest occupied orbital energy, the calculation gives -11.366 eV.



Entry 5:
ORCA calculation (ωB97M-V with the def2-TZVPD basis set) on 2 unconnected molecules or ions with the total composition C3H7O3.

```
! wB97M-V def2-TZVPD RIJCOSX def2/J DEFGRID3
* xyz -1 1
O -1.796 0.562 -0.360
C -2.559 0.521 0.639
O -2.624 -0.344 1.519
H -3.256 1.393 0.738
H -0.628 -0.575 -0.815
C 1.430 -0.714 -0.768
O 0.139 -1.096 -1.162
C 1.399 0.401 0.321
H 1.807 -1.552 -0.170
H 1.953 -0.375 -1.664
H 2.418 0.505 0.701
H 0.945 1.304 -0.081
H 0.771 -0.030 1.103
*
```

For the HOMO-LUMO gap, the calculation gives 0.3155 Ha. For the highest occupied orbital energy, the calculation gives -4.481 eV.



Entry 6:
ORCA calculation (ωB97M-V with the def2-TZVPD basis set) on a molecular structure, C5H6O4Pt.

```
! wB97M-V def2-TZVPD RIJCOSX def2/J DEFGRID3
* xyz 2 3
C -0.676 -1.617 -0.617
C 0.526 -1.093 -0.191
O 0.732 0.267 -0.585
C 1.977 0.761 -0.742
O 2.993 0.174 -0.858
O 1.736 2.083 -0.904
Pt -0.195 2.015 -0.453
H -0.870 -2.639 -0.291
H -1.378 -1.071 -1.248
H 1.449 -1.671 -0.203
H -0.702 -0.962 1.611
H 2.483 2.605 -1.238
C -1.922 -0.492 1.580
C -1.985 0.742 1.161
O -1.573 1.713 0.607
H -2.596 -0.816 2.373
*
```

For the HOMO-LUMO gap (alpha / beta), the calculation gives 0.3011 / 0.2173 Ha. Its expectation value of S² is 2.019. For the highest occupied orbital energy (alpha / beta), the calculation gives -18.363 / -18.456 eV.



no.,energy (Ha)
1,-426.48917
2,-2091.36052
3,-687.83825
4,-2125.58235
5,-344.27654
6,-613.37129